1.
{"formula": "CHF3KO4P", "method": "wB97M-V/def2-TZVPD", "total_charge": 0, "e_tot_ev": -43014.809, "elements": ["P", "O", "F", "O", "F", "F", "C", "O", "O", "H", "K"], "coordinates": [[0.87400, 0.70737, -0.00846], [-0.44379, -0.05546, 0.55610], [1.60190, -1.28212, -0.46995], [2.12503, 0.76263, 0.81321], [0.85657, 0.86045, -1.57968], [0.28006, 2.19404, 0.20083], [-1.65292, -0.14615, -0.04982], [-2.28964, -1.15549, 0.49984], [-2.04859, 0.58279, -0.91145], [-3.22343, -1.13642, 0.24737], [3.92080, -1.33162, 0.70201]], "forces_ev_per_angstrom": [[1.4, 0.4, 0.0], [0.9, -0.3, -0.2], [-0.4, 0.9, 0.1], [-1.2, -0.1, -0.7], [0.1, -0.6, 1.3], [0.2, -0.9, -0.2], [0.5, 1.0, -0.7], [-0.5, -0.7, 0.7], [-0.1, -0.2, 0.2], [0.2, 0.1, -0.3], [-1.0, 0.4, -0.3]], "lowdin_charge": [0.462, -0.035, -0.575, -0.382, -0.087, -0.137, -0.642, 0.171, 0.144, 0.144, 0.936]}


2.
{"formula": "C5H9N3", "method": "wB97M-V/def2-TZVPD", "total_charge": 0, "relative_energy_ev": 8.307, "elements": ["C", "C", "C", "C", "C", "H", "H", "H", "H", "H", "H", "H", "H", "H", "N", "N", "N"], "coordinates": [[-0.83881, 1.44664, 0.98108], [0.42974, 0.57248, 0.74215], [-0.07065, -1.90551, -0.87161], [-0.10874, -0.50800, -1.33194], [0.93889, 0.29712, -0.55235], [-1.59924, 0.59032, 1.73524], [-0.55728, 2.57317, 1.37492], [-1.42750, 1.43241, 0.06593], [1.03553, 0.89227, 1.46965], [0.16863, -0.70043, 2.12641], [0.32816, -2.82579, -1.44074], [-1.09919, -0.10086, -0.98544], [0.29454, 1.10972, -2.37744], [1.86525, -0.44954, -0.40729], [-0.02827, -0.77109, 1.03215], [-0.27931, -1.97766, 0.48383], [0.94825, 0.32473, -2.04453]], "forces_ev_per_angstrom": [[-1.1, -0.4, 2.0], [-5.3, 1.0, -1.9], [0.2, -1.5, 1.6], [1.2, -0.1, 0.9], [4.4, -3.9, -3.5], [2.4, 3.5, -1.8], [-1.2, -3.0, -0.9], [-0.1, 0.7, 0.0], [3.2, 0.7, 2.4], [-1.4, -2.1, -2.8], [-1.5, 1.4, 1.0], [0.8, 0.1, -1.4], [1.6, -0.9, 0.2], [-1.8, 1.8, 0.1], [-0.4, -0.3, 7.6], [3.0, 0.8, -4.0], [-4.0, 2.1, 0.3]], "lowdin_charge": [-0.051, -0.426, -0.126, -0.279, -0.273, 0.183, 0.119, 0.025, 0.088, 0.186, 0.123, 0.133, 0.116, 0.185, -0.146, 0.043, 0.098]}